Record 1
DFT (the ωB97M-V functional and the def2-TZVPD basis) results for a 8-piece molecular cluster, C30H60O14 overall.

```
104
Properties=species:S:1:pos:R:3:lowdin_charge:R:1
O -3.4969 -4.1666 6.1576 0.074
C -3.4577 -4.3975 4.9544 -0.426
O -2.8905 -3.5248 4.0217 -0.057
C -2.3063 -2.2916 4.4769 -0.231
C -1.5710 -1.7138 3.2994 -0.080
C -3.9289 -5.7819 4.4071 0.033
H -1.6611 -2.6911 5.2141 0.094
H -3.0964 -1.6089 5.0902 0.177
H -0.7890 -2.2081 2.9793 0.005
H -1.1145 -0.6120 3.4871 0.137
H -2.3443 -1.5661 2.5107 0.076
H -4.6590 -6.4607 4.8207 0.089
H -3.1281 -6.3956 4.1668 0.054
H -4.2868 -5.5395 3.4161 0.050
O -5.8246 -5.1764 1.1311 0.104
C -4.9067 -4.7957 0.4607 -0.509
O -4.6840 -3.4883 0.0891 -0.080
C -5.8464 -2.6274 0.3177 -0.175
C -5.1612 -1.1920 0.0188 -0.045
C -3.7252 -5.7029 0.1635 0.043
H -6.0863 -2.6082 1.3921 0.111
H -6.6315 -3.1873 -0.2470 0.137
H -5.9338 -0.4900 0.4520 0.083
H -5.0869 -1.3762 -1.2129 0.140
H -4.2504 -0.8841 0.3589 -0.008
H -2.9299 -5.2001 0.2854 -0.010
H -3.6985 -6.1822 -0.9217 0.152
H -3.7343 -6.3850 0.9152 0.047
O -0.3156 0.2483 1.2025 0.026
C 0.2918 0.0382 0.0950 -0.534
O -0.1385 -0.8539 -0.8195 -0.071
C -1.2634 -1.6927 -0.4867 -0.204
C -1.5569 -2.6133 -1.6273 -0.022
C 1.4246 0.8768 -0.2256 -0.003
H -1.9836 -0.8616 -0.0511 0.123
H -1.2328 -2.0851 0.6990 0.159
H -0.6915 -2.9479 -1.9572 0.027
H -1.7987 -2.1442 -2.5250 0.048
H -2.3869 -3.2545 -1.3739 0.081
H 1.4572 1.5413 -1.3405 0.163
H 2.2277 0.0096 -0.5449 0.126
H 1.7347 1.5757 0.5563 0.072
O 1.5966 -0.6963 -5.7259 0.123
C 0.8023 -0.4580 -4.8630 -0.463
O -0.5568 -0.6232 -4.8786 -0.033
C -1.2534 -1.1158 -5.9306 -0.253
C -2.6552 -1.6959 -5.5126 -0.040
C 1.2685 0.2616 -3.5634 0.017
H -0.7626 -1.9671 -6.3277 0.106
H -1.3544 -0.2155 -6.6355 0.159
H -2.4836 -2.5381 -4.9276 0.041
H -3.1871 -2.1607 -6.3500 0.078
H -3.2767 -0.8556 -5.2380 0.071
H 1.9518 1.0353 -3.7418 0.069
H 1.6391 -0.4692 -2.8854 0.055
H 0.5223 0.6164 -2.8345 0.052
O 4.3777 2.8659 0.6616 0.009
C 5.5684 3.2460 0.9522 -0.531
O 6.5942 2.5107 0.7750 0.010
C 6.6725 1.3629 -0.0316 -0.225
C 8.0962 0.8882 -0.2731 -0.074
C 5.8237 4.6267 1.5353 0.019
H 6.1424 1.4472 -1.1678 0.184
H 6.0774 0.4037 0.4865 0.158
H 8.1586 -0.0459 -0.8629 0.102
H 8.5393 0.6543 0.6351 0.058
H 8.6307 1.5503 -0.7691 0.022
H 4.8733 5.1601 1.6095 0.059
H 6.5715 5.2114 0.9289 0.103
H 6.3006 4.3785 2.5677 0.126
O -0.2898 5.1771 2.1671 0.078
C 0.7124 5.4302 1.5017 -0.529
O 1.7137 6.3042 1.7349 -0.027
C 1.7626 7.0191 3.0243 -0.161
C 3.2510 7.1823 3.4399 -0.074
C 0.9063 4.7203 0.2025 0.013
H 1.2563 6.5752 3.7754 0.068
H 1.4610 8.1887 2.6930 0.183
H 3.7826 6.1987 3.3648 0.076
H 3.4754 7.4164 4.4153 0.035
H 3.6822 7.9838 2.7970 0.087
H 0.7832 5.3830 -0.6317 0.078
H -0.0746 4.2255 0.1902 0.082
H 1.8423 4.1142 0.1878 0.090
C 4.1636 -2.1127 0.7278 -0.077
C 3.5815 -3.3907 0.4027 -0.379
O 3.9898 -4.5378 0.9201 -0.018
C 2.2515 -3.3089 -0.4328 0.003
H 3.3865 -1.3578 1.1176 0.106
H 4.4865 -1.5655 -0.1800 0.083
H 5.0780 -2.1773 1.4988 0.138
H 1.5853 -2.4215 -0.2171 0.081
H 1.5119 -4.1825 -0.5874 0.130
H 2.3631 -3.1516 -1.3075 -0.056
C -3.0390 1.5705 -2.0927 -0.001
C -3.1317 2.9700 -2.8277 -0.318
O -3.2356 3.0025 -4.1387 -0.023
C -2.8359 4.2363 -2.0282 -0.015
H -3.0392 0.8800 -2.9330 0.072
H -3.7743 1.6386 -1.3080 0.075
H -2.2493 1.1857 -1.5284 0.035
H -1.9246 4.6148 -1.8061 0.035
H -3.1970 4.1437 -1.0980 0.029
H -3.4505 5.0850 -2.4824 0.120
```

Output
* E_LUMO: 0.2716 eV
* structure (SMILES): CCOC(C)=O.CCOC(C)=O.CCOC(C)=O.CCOC(C)=O.CCOC(C)=O.CCOC(C)=O.CC(C)=O.CC(C)=O
* ΔE to the lowest compared entry with this formula, charge and spin: 1113.02 kJ/mol
* molar mass: 644.80 g mol⁻¹
* Kohn-Sham gap: 0.3744 hartree
* DFT total energy: -2231.99595 a.u.
* total charge: 0
* highest occupied orbital energy: -9.9 eV

***

Record 2
DFT (the ωB97M-V functional and the def2-TZVPD basis) results for a 10-piece molecular cluster, C30H60O30 overall.

```
120
Properties=species:S:1:pos:R:3:lowdin_charge:R:1
C 6.3914 -2.8446 10.7148 -0.032
O 7.7473 -3.1904 11.0289 -0.003
C 8.7708 -2.4157 10.6928 -0.587
O 8.6695 -1.3585 10.1614 0.137
O 9.9648 -2.9836 11.1227 -0.036
C 11.2040 -2.1951 11.1791 -0.025
H 5.6300 -3.4808 11.1661 0.090
H 6.1874 -2.8321 9.6442 0.098
H 6.1864 -1.8821 11.1835 0.094
H 11.9884 -2.9076 10.9237 0.089
H 11.2886 -1.7499 12.1704 0.091
H 11.2966 -1.3919 10.4481 0.085
C -2.0417 10.4072 -2.3779 -0.070
O -1.9568 9.2608 -3.1545 -0.035
C -1.4218 9.2186 -4.4327 -0.436
O -1.3848 8.2292 -5.1644 0.110
O -0.9891 10.5104 -4.8616 -0.069
C -0.7158 10.8312 -6.2344 -0.064
H -1.0874 10.9213 -2.4930 0.094
H -2.1804 9.9738 -1.3875 0.104
H -2.8398 11.0274 -2.7859 0.101
H 0.0128 10.1072 -6.5992 0.089
H -0.3466 11.8280 -6.4755 0.088
H -1.5071 10.8008 -6.9834 0.088
C 5.7664 -8.5422 5.6412 -0.014
O 5.0553 -8.1117 4.4164 -0.003
C 5.5021 -6.9473 3.9124 -0.636
O 5.9505 -5.9638 4.4725 0.103
O 5.3442 -6.9437 2.6184 -0.011
C 5.6692 -5.8531 1.6933 0.010
H 5.6110 -7.8540 6.4720 0.087
H 6.8504 -8.6073 5.5476 0.095
H 5.3170 -9.5063 5.8795 0.090
H 6.7328 -5.8667 1.4549 0.095
H 5.3331 -4.9383 2.1815 0.093
H 5.0855 -6.0028 0.7850 0.091
C 0.6508 -1.0869 3.0156 -0.059
O -0.2125 -0.3557 2.2128 0.019
C -0.2798 -0.5382 0.9292 -0.569
O 0.4190 -1.3902 0.2973 0.050
O -1.0247 0.4067 0.3537 -0.008
C -1.3018 0.5340 -1.0865 0.001
H 1.6757 -1.1134 2.6456 0.101
H 0.3291 -2.1282 2.9970 0.097
H 0.6317 -0.8155 4.0711 0.097
H -1.4372 1.6044 -1.2416 0.089
H -2.1664 0.0151 -1.5004 0.092
H -0.3914 0.2334 -1.6050 0.089
C -2.0658 -2.5460 11.7326 -0.058
O -1.1421 -3.5450 11.4574 -0.014
C -1.4442 -4.5923 10.6825 -0.514
O -2.6339 -4.9593 10.3967 0.046
O -0.3054 -5.2270 10.3432 -0.014
C -0.3834 -6.4406 9.5564 -0.020
H -1.7130 -2.0302 12.6257 0.100
H -3.0521 -3.0089 11.7630 0.095
H -2.0848 -1.8211 10.9188 0.097
H -1.2853 -7.0058 9.7915 0.093
H 0.4422 -7.1484 9.6296 0.090
H -0.3537 -5.9863 8.5660 0.099
C 5.6887 2.9686 2.4131 -0.080
O 4.7452 2.7776 3.4287 -0.034
C 4.8940 3.4265 4.6844 -0.494
O 5.8377 4.1052 5.1039 0.101
O 3.8133 3.1990 5.4065 0.003
C 3.8103 3.3875 6.7767 -0.071
H 6.6616 3.1958 2.8491 0.088
H 5.4812 3.8505 1.8070 0.094
H 5.7623 2.0407 1.8460 0.097
H 2.9545 2.8466 7.1808 0.096
H 3.7094 4.4301 7.0780 0.099
H 4.6792 2.9887 7.3003 0.102
C -5.5611 -3.7145 3.1874 -0.046
O -6.2971 -4.6074 2.3966 0.036
C -6.0670 -4.6387 1.1363 -0.609
O -5.3637 -3.8801 0.5065 0.119
O -6.6361 -5.7889 0.6292 -0.030
C -6.3560 -6.2142 -0.7199 -0.038
H -5.4811 -2.7268 2.7334 0.097
H -4.5059 -3.9852 3.2257 0.097
H -5.8393 -3.6874 4.2409 0.100
H -6.8243 -5.5686 -1.4629 0.093
H -6.5617 -7.2815 -0.8017 0.093
H -5.2813 -6.0976 -0.8597 0.088
C -7.3276 6.7088 -11.8597 -0.058
O -6.8717 7.0591 -10.5681 -0.002
C -7.4782 6.5443 -9.4836 -0.531
O -8.5127 5.8744 -9.5193 0.098
O -6.7330 6.7568 -8.3625 -0.013
C -7.0714 6.0990 -7.1742 -0.069
H -7.4429 5.6412 -12.0467 0.101
H -6.6422 7.1082 -12.6073 0.091
H -8.2312 7.2530 -12.1344 0.095
H -7.2915 5.0323 -7.2157 0.098
H -7.9992 6.5512 -6.8238 0.094
H -6.2849 6.3023 -6.4474 0.097
C 4.3644 0.5698 -11.5714 -0.078
O 3.4201 0.7239 -10.5724 -0.016
C 2.3811 1.5738 -10.7785 -0.518
O 2.1416 2.1210 -11.8926 0.067
O 1.9015 1.9684 -9.5963 -0.001
C 0.6009 2.5999 -9.5064 -0.028
H 4.6680 1.5109 -12.0298 0.104
H 4.0090 -0.2133 -12.2412 0.099
H 5.2395 0.0951 -11.1276 0.093
H -0.2175 2.1978 -10.1035 0.092
H 0.7047 3.5488 -10.0325 0.091
H 0.2547 2.6908 -8.4769 0.096
C -7.2825 -2.1656 -5.8216 -0.060
O -6.5892 -1.5937 -6.9232 -0.009
C -5.4339 -2.1975 -7.3131 -0.562
O -4.8127 -3.0336 -6.7256 0.145
O -5.2089 -1.7188 -8.5776 -0.010
C -4.0067 -2.1920 -9.1708 -0.063
H -7.5026 -3.2193 -5.9929 0.089
H -8.2990 -1.7754 -5.7700 0.095
H -6.7423 -2.2142 -4.8761 0.096
H -3.8233 -1.8032 -10.1724 0.096
H -3.9749 -3.2795 -9.1039 0.092
H -3.1231 -1.9511 -8.5798 0.091
```

Output
* E_LUMO: 0.3218 eV
* structure (SMILES): COC(=O)OC.COC(=O)OC.COC(=O)OC.COC(=O)OC.COC(=O)OC.COC(=O)OC.COC(=O)OC.COC(=O)OC.COC(=O)OC.COC(=O)OC
* ΔE to the lowest compared entry with this formula, charge and spin: 583.33 kJ/mol
* molar mass: 900.78 g mol⁻¹
* Kohn-Sham gap: 0.3907 hartree
* DFT total energy: -3436.12796 a.u.
* total charge: 0
* highest occupied orbital energy: -10.3 eV